98
Properties=species:S:1:pos:R:3 method="wB97M-V/def2-TZVPD" de_lowest_kcal_mol=0.0 e_homo_ev="-10.0362 / -10.3613" total_energy_ha=-5946.2058 s_squared=2.02 charge=+1 multiplicity=3 gap_ha="0.219 / 0.219"
Mo 0.54344 0.12792 -0.51186
C 0.56396 3.97255 1.70371
C -0.16922 2.76932 2.28304
C 0.67236 2.03407 3.32627
P -0.94555 1.63716 1.04187
C -2.38401 2.54014 0.29458
C -3.36165 1.52846 -0.30309
C -3.11660 3.48255 1.25115
C -1.71756 0.42033 2.09311
C -2.52632 0.72808 3.18738
C -3.14456 -0.26490 3.92760
C -3.99161 0.05799 5.12450
C -2.92546 -1.58490 3.52937
C -2.10564 -1.90912 2.46799
C -1.46783 -0.89652 1.73237
N -0.57964 -1.15887 0.67961
C -0.43748 -2.57414 0.47990
C -1.35592 -3.24429 -0.34143
C -2.55480 -2.54618 -0.92307
C -1.18512 -4.59941 -0.57897
C -0.14062 -5.31555 -0.00124
C 0.05669 -6.77249 -0.30752
C 0.68486 -4.64861 0.89197
C 0.52905 -3.29403 1.18106
C 1.31393 -2.70585 2.32008
H 0.79078 4.66868 2.51249
H -0.02657 4.50803 0.96219
H 1.50861 3.67429 1.25039
H -1.06644 3.13068 2.80031
H 1.57521 1.61030 2.90052
H 0.11134 1.24277 3.82220
H 0.97214 2.75557 4.08707
H -1.97738 3.15746 -0.50001
H -3.88181 0.98354 0.48497
H -2.87321 0.79131 -0.94288
H -4.10767 2.05535 -0.89912
H -3.63418 2.94246 2.04231
H -3.87609 4.01887 0.68039
H -2.46330 4.22951 1.69703
H -2.67054 1.75860 3.48529
H -4.30991 1.09912 5.11352
H -3.44119 -0.11137 6.05079
H -4.88306 -0.56741 5.15551
H -3.40114 -2.38776 4.07932
H -1.95158 -2.94925 2.22312
H -2.41754 -1.46739 -0.98129
H -3.42545 -2.71823 -0.28623
H -2.79654 -2.93220 -1.91261
H -1.88919 -5.11163 -1.22544
H -0.89583 -7.30003 -0.34037
H 0.68678 -7.25125 0.43920
H 0.53668 -6.90580 -1.27862
H 1.45103 -5.20344 1.42071
H 1.02030 -3.20628 3.24505
H 1.13340 -1.64164 2.44824
H 2.38434 -2.85572 2.18909
O 2.22780 -1.03747 0.16219
S 3.01031 0.08993 0.78489
O 3.41335 -0.11198 2.13314
O 2.04315 1.23182 0.60876
C 4.48513 0.25851 -0.18622
C 5.63495 -0.17744 0.45812
C 6.83668 -0.25139 -0.23675
C 6.88622 0.09803 -1.57048
C 5.74014 0.55239 -2.21437
C 4.54167 0.64059 -1.53220
S 3.19070 1.40810 -2.39260
O 3.11449 2.73997 -1.86110
O 3.41575 1.25494 -3.79622
O 2.01504 0.55497 -1.97356
H 5.58422 -0.46632 1.49634
H 7.72646 -0.59083 0.27399
H 7.81706 0.03118 -2.11581
H 5.76429 0.85091 -3.25230
Br -0.85955 7.22773 -2.87341
C -0.78137 5.36541 -2.62551
C -1.71587 4.55027 -3.26088
C -1.65706 3.18214 -3.09029
C -0.67289 2.63013 -2.27283
C 0.22607 3.44228 -1.61893
C 0.19014 4.81712 -1.81018
N -0.56153 1.20702 -2.08073
C -0.93742 0.47396 -3.06885
C -0.56617 -0.92815 -3.10412
C -0.75701 -1.71436 -4.22272
C -0.12479 -2.95201 -4.27100
C 0.68468 -3.32784 -3.21704
C 0.80539 -2.49479 -2.11101
N 0.16932 -1.32669 -2.04559
H -2.48549 4.98636 -3.88040
H -2.41862 2.57741 -3.56619
H 0.99255 3.02587 -0.98591
H 0.92229 5.44445 -1.32346
H -1.38206 0.90552 -3.96255
H -1.35275 -1.34674 -5.04535
H -0.24257 -3.59297 -5.13292
H 1.22437 -4.26369 -3.22652
H 1.41621 -2.76518 -1.26095

***

91
Properties=species:S:1:pos:R:3 method="wB97M-V/def2-TZVPD" de_lowest_kcal_mol=54.3 e_homo_ev="-8.9832 / -8.9831" total_energy_ha=-2767.9501 charge=+1 gap_ha="0.176 / 0.173"
Ir 0.09731 1.11847 1.61617
I -2.60468 1.71791 1.50367
C -3.38261 -0.20161 0.94459
C -4.42049 -0.60559 1.69636
C -5.21432 -1.78395 1.56150
C -5.00555 -2.89272 0.79178
C -3.92945 -3.25073 -0.05455
C -3.95867 -4.50066 -0.67524
C -3.01819 -4.95250 -1.58900
C -2.02149 -4.07176 -2.00834
C -1.90817 -2.83437 -1.42472
P -0.74960 -1.58011 -1.81800
C -0.89271 -0.70664 -3.39217
C -0.86503 0.68509 -3.45364
C -0.87542 1.32192 -4.68529
C -0.91751 0.57302 -5.85182
C -0.97646 -0.81252 -5.79157
C -0.96285 -1.45584 -4.56574
C 0.95559 -2.10745 -1.61291
C 1.97008 -1.43197 -2.29038
C 3.29146 -1.77942 -2.05981
C 3.59520 -2.80222 -1.17321
C 2.58092 -3.49482 -0.52392
C 1.25722 -3.15115 -0.74040
C -2.68358 -2.41961 -0.18345
H -4.73192 0.04835 2.50488
H -6.11505 -1.77904 2.16158
H -5.77227 -3.65762 0.86909
H -4.79477 -5.14976 -0.43873
H -3.09545 -5.93499 -2.03081
H -1.35460 -4.35991 -2.81421
H -0.82386 1.28109 -2.55310
H -0.84439 2.40299 -4.72203
H -0.90202 1.07442 -6.81040
H -1.02919 -1.39376 -6.70232
H -1.00545 -2.53733 -4.51506
H 1.72424 -0.64429 -2.99191
H 4.08488 -1.25345 -2.57473
H 4.62815 -3.07335 -0.99872
H 2.81883 -4.30937 0.14712
H 0.46385 -3.69692 -0.24524
O 0.97628 -0.14351 2.99340
C 0.71939 -1.36754 3.35516
C 1.38126 -1.83098 4.51789
C 1.13399 -3.06759 5.04965
C 0.23617 -3.93335 4.41916
C -0.38026 -3.53212 3.26240
C -0.17267 -2.25853 2.69757
C -0.86875 -1.87588 1.46937
N -0.53768 -0.79656 0.77794
C -1.30575 -0.50044 -0.42974
C -2.78780 -0.86661 -0.25732
N -1.85234 -2.67331 1.02604
H 2.07911 -1.14683 4.98297
H 1.63326 -3.37298 5.95971
H 0.03223 -4.90897 4.83755
H -1.02567 -4.25330 2.77882
H -1.16812 0.54623 -0.69250
H -3.34137 -0.58765 -1.15672
H -2.13792 -3.45123 1.59446
C 3.28450 1.98458 1.37882
Si 1.62998 2.78820 0.87254
C 1.81365 3.30695 -0.97915
C 2.99336 4.27278 -1.12625
C 0.54507 3.96606 -1.53123
C 2.11321 2.04040 -1.79223
C 1.22162 4.19346 2.16327
C 2.31752 5.26139 2.18237
C 1.17950 3.48435 3.52596
C -0.13034 4.86657 1.91353
H 4.05212 2.73602 1.57024
H 3.64639 1.31382 0.59820
H 3.16024 1.38848 2.28587
H 2.79147 5.23113 -0.64967
H 3.17897 4.46262 -2.18728
H 3.90819 3.86164 -0.69481
H 0.30634 4.88556 -0.99707
H -0.32320 3.30315 -1.45883
H 0.68848 4.22680 -2.58431
H 3.07475 1.60653 -1.51065
H 2.15100 2.27836 -2.85955
H 1.34927 1.27413 -1.63775
H 3.31789 4.82685 2.21852
H 2.19523 5.88494 3.07393
H 2.25392 5.91665 1.31411
H 2.15570 3.07749 3.79472
H 0.45551 2.65225 3.53034
H 0.87567 4.18853 4.30597
H -0.15817 5.39032 0.95857
H -0.31881 5.60505 2.69870
H -0.95432 4.14824 1.93199

***

95
Properties=species:S:1:pos:R:3 method="wB97M-V/def2-TZVPD" de_lowest_kcal_mol=0.0 e_homo_ev=-15.4970 total_energy_ha=-2798.0836 charge=+3 gap_ha=0.258
Ir 0.08319 1.47880 -0.23106
C -3.18165 -1.34882 4.82282
C -3.41974 -2.38280 3.75693
C -4.35564 -3.39622 3.92947
C -4.58385 -4.35010 2.94807
C -3.85058 -4.32305 1.77239
C -2.89949 -3.33210 1.58068
C -2.70786 -2.36064 2.55603
N -1.72381 -1.33099 2.39089
C -1.50325 -0.57456 1.30790
N -2.35348 -0.70038 0.26982
C -2.64585 0.26765 -0.73058
C -1.77790 1.31341 -1.02979
C -2.19711 2.26111 -1.96625
C -3.41544 2.14479 -2.61261
C -4.23606 1.05940 -2.33772
C -3.87715 0.11055 -1.39106
C -4.80984 -1.02258 -1.05272
N -0.50017 0.30151 1.29105
C 0.15343 0.63344 2.52537
C 1.08139 -0.20548 3.12464
C 1.69037 0.18519 4.31208
C 1.38468 1.41290 4.88101
C 0.46316 2.25542 4.26931
C -0.16551 1.86887 3.09443
C -1.16483 2.73801 2.39301
H -3.82900 -1.52656 5.67795
H -3.38212 -0.33981 4.45560
H -2.15270 -1.37411 5.19511
H -4.91965 -3.43341 4.85264
H -5.32289 -5.12255 3.10943
H -3.99807 -5.08226 1.01659
H -2.27529 -3.35682 0.69372
H -1.15439 -1.12498 3.19959
H -3.09626 -1.36806 0.44013
H -1.56997 3.11464 -2.19628
H -3.73016 2.89717 -3.32336
H -5.18707 0.96082 -2.84523
H -5.64070 -1.05292 -1.75321
H -5.23634 -0.90386 -0.05222
H -4.32010 -2.00006 -1.09153
H 1.32034 -1.16165 2.67358
H 2.40611 -0.47055 4.78959
H 1.86175 1.71591 5.80297
H 0.22485 3.21190 4.71882
H -1.36258 3.65710 2.93991
H -2.10960 2.22947 2.21042
H -0.08936 3.86588 1.15573
O -0.68118 3.10677 1.05421
S 2.28001 2.39937 0.62336
C 2.46877 2.81854 -1.09337
C 1.25870 3.13286 -1.73339
C 1.24845 3.37694 -3.10981
C 2.43533 3.33499 -3.82174
C 3.63207 3.05107 -3.16397
C 3.65591 2.76888 -1.80341
C 3.70206 1.43229 1.05326
C 4.82596 2.10370 1.51994
C 5.94304 1.36717 1.88945
C 5.92078 -0.01841 1.81128
C 4.78127 -0.68153 1.36920
C 3.66436 0.04445 0.98762
H 0.37403 3.44475 -1.15428
H 0.32685 3.66406 -3.60106
H 2.44343 3.56950 -4.87774
H 4.56109 3.05240 -3.71979
H 4.58461 2.52050 -1.30606
H 4.82930 3.18376 1.59658
H 6.82648 1.87731 2.24822
H 6.79128 -0.58730 2.10889
H 4.76582 -1.76303 1.33434
H 2.75224 -0.45539 0.68290
C 1.64061 -1.13605 -4.50762
N 0.13129 -1.16169 -4.20520
C -0.20819 -2.52644 -3.57646
N 0.59440 -2.75852 -2.42705
C 2.01633 -2.70955 -2.77088
N 2.38112 -1.40926 -3.32812
C 2.33527 -0.33279 -2.33896
P 0.62770 -0.14927 -1.67208
C -0.26625 -0.03765 -3.29479
C 0.25102 -1.91023 -1.28582
H 1.86889 -0.15095 -4.91301
H 1.81329 -1.90139 -5.26388
H -0.38439 -1.06915 -5.08395
H -0.00931 -3.27298 -4.34497
H -1.27081 -2.51130 -3.33649
H 2.22823 -3.48527 -3.50693
H 2.61289 -2.90617 -1.88192
H 2.64577 0.60744 -2.79739
H 3.03624 -0.54783 -1.53215
H -0.02868 0.90991 -3.78053
H -1.34406 -0.08235 -3.13473
H -0.80725 -2.01165 -1.04525
H 0.82142 -2.22912 -0.41054